[1]
{"formula": "C3H8O4S", "method": "wB97M-V/def2-TZVPD", "elements": ["C", "C", "C", "O", "O", "S", "O", "O", "H", "H", "H", "H", "H", "H", "H", "H"], "positions_angstrom": [[-0.9376, 1.3057, 0.1026], [-0.8851, -0.1779, -0.2056], [0.5693, -0.6107, 0.0569], [0.6931, -2.0140, 0.0881], [1.5784, 0.0357, -0.5977], [3.0918, -0.0484, 0.0057], [3.8783, 0.7407, -0.8600], [3.0816, 0.1902, 1.4442], [-0.0004, 1.8412, -0.1068], [-0.8662, 1.4555, 1.1448], [-1.7657, 1.7459, -0.2068], [-1.4780, -0.7192, 0.3922], [-1.1397, -0.3021, -1.3107], [0.8447, -0.4473, 1.0633], [0.7455, -2.2031, -0.8214], [3.4421, -1.2712, -0.3227]], "mulliken_charge": [-1.34, -0.26, -0.19, -0.54, -0.32, 1.00, -0.53, -0.56, 0.30, 0.38, 0.44, 0.34, 0.30, 0.49, 0.34, 0.16], "total_charge": 0, "homo_energy_ev": -11.210, "smiles": "CC[C@@H](O)O[SH](=O)=O", "homo_lumo_gap_ha": 0.4288, "e_tot_ev": -22263.7548}



[2]
{"formula": "C24H25BCl3NO", "method": "wB97M-V/def2-TZVPD", "elements": ["Cl", "B", "Cl", "Cl", "O", "C", "C", "C", "C", "C", "C", "C", "H", "H", "H", "H", "H", "H", "C", "C", "C", "C", "C", "C", "C", "C", "C", "C", "C", "C", "C", "C", "C", "N", "C", "C", "H", "H", "H", "H", "H", "H", "H", "H", "H", "H", "H", "H", "H", "H", "H", "H", "H", "H", "H"], "positions_angstrom": [[3.3657, -3.7123, 4.7373], [2.5940, -2.0475, 4.3724], [2.5744, -0.9589, 5.9073], [3.4194, -1.1377, 2.9557], [1.2072, -2.4164, 3.9727], [0.2296, -1.6087, 3.7806], [-1.1045, -1.9752, 4.1640], [-2.0384, -0.9326, 4.3817], [-3.3313, -1.2301, 4.7919], [-3.7263, -2.5614, 4.9857], [-2.7947, -3.5982, 4.8251], [-1.4848, -3.3243, 4.4487], [0.4530, -0.5670, 3.5063], [-1.6686, 0.0912, 4.2684], [-4.0409, -0.4311, 5.0001], [-4.7515, -2.7912, 5.2818], [-3.1012, -4.6293, 5.0379], [-0.7297, -4.1190, 4.4177], [-0.8635, 4.0468, -4.9675], [-1.7089, 4.0123, -3.8485], [-1.4984, 3.0650, -2.8388], [-0.4567, 2.1319, -2.9602], [-0.1787, 1.1232, -1.8424], [0.8518, 1.6111, -0.8326], [0.7606, 1.2090, 0.5107], [1.8022, 1.4998, 1.3934], [2.9132, 2.2365, 0.9571], [2.9824, 2.6796, -0.3655], [1.9414, 2.3822, -1.2533], [0.3492, -0.2456, -2.3692], [-0.4762, -0.8727, -3.5129], [-0.2995, -2.3916, -3.3210], [0.2684, -2.5974, -1.9127], [0.4716, -1.2539, -1.3359], [0.3908, 2.1745, -4.0737], [0.1943, 3.1378, -5.0756], [-1.0278, 4.7859, -5.7546], [-2.5271, 4.7334, -3.7581], [-2.1362, 3.0569, -1.9502], [-1.1345, 0.9073, -1.3356], [-0.1203, 0.6542, 0.8502], [1.7593, 1.1302, 2.4164], [3.7112, 2.4773, 1.6612], [3.8324, 3.2685, -0.7208], [1.9876, 2.7396, -2.2839], [1.3781, -0.0479, -2.7583], [-1.5376, -0.5714, -3.4571], [-0.0700, -0.5283, -4.4705], [-1.2292, -2.9445, -3.4793], [0.4305, -2.7647, -4.0518], [-0.4466, -3.1526, -1.2992], [1.1788, -3.2088, -1.9157], [1.3280, -1.1806, -0.7971], [1.2314, 1.4786, -4.1524], [0.8767, 3.1677, -5.9303]], "mulliken_charge": [-0.31, 0.68, -0.30, -0.25, -0.48, 0.30, 0.53, -0.39, -0.61, -0.32, -0.48, -0.37, 0.06, 0.39, 0.38, 0.38, 0.37, 0.45, -0.45, -0.60, -0.45, 0.05, 0.43, -0.07, -0.27, -0.29, -0.88, -0.71, -0.26, 0.00, -0.48, -0.58, -0.73, -0.32, -0.10, -0.90, 0.38, 0.37, 0.38, 0.60, 0.38, 0.48, 0.40, 0.39, 0.33, 0.01, 0.39, 0.27, 0.32, 0.25, 0.32, 0.27, 0.30, 0.41, 0.36], "total_charge": 0, "homo_energy_ev": -8.499, "homo_lumo_gap_ha": 0.2288, "e_tot_ev": -67078.1288}



[3]
{"formula": "C5H8N2", "method": "wB97M-V/def2-TZVPD", "elements": ["C", "C", "C", "C", "N", "C", "N", "H", "H", "H", "H", "H", "H", "H", "H"], "positions_angstrom": [[0.6346, -1.1715, 0.1364], [0.2065, 0.2864, -0.1248], [-1.2710, 0.2078, -0.5226], [-1.7429, -1.0553, 0.0666], [-2.1170, -2.0257, 0.5761], [0.7634, 1.4568, 0.6090], [1.0190, 1.2916, -0.8207], [0.9991, -1.6041, -0.8053], [1.3815, -1.2530, 0.9169], [-0.2595, -1.8382, 0.5056], [-1.3919, 0.1675, -1.6116], [-1.9091, 1.0039, -0.1274], [1.5761, 1.2578, 1.3072], [0.1414, 2.3135, 0.8752], [1.9697, 0.9625, -0.9805]], "mulliken_charge": [-1.24, 0.75, -0.41, 0.37, -0.51, -0.64, -0.66, 0.30, 0.38, 0.32, 0.25, 0.32, 0.27, 0.24, 0.26], "total_charge": 0, "homo_energy_ev": -9.890, "smiles": "C[C@@]1(CC#N)CN1", "homo_lumo_gap_ha": 0.3970, "e_tot_ev": -8292.4928}



[4]
{"formula": "C6H20ClGaI2OP2", "method": "wB97M-V/def2-TZVPD", "elements": ["I", "I", "Ga", "P", "C", "C", "H", "H", "H", "H", "H", "H", "C", "H", "H", "H", "P", "C", "C", "H", "H", "H", "C", "H", "H", "H", "H", "H", "H", "Cl", "O", "H", "H"], "positions_angstrom": [[-0.8989, 1.7099, 2.0815], [-0.8852, -1.4795, 2.2295], [0.3341, -0.1009, -2.5107], [-2.1011, -0.0092, -0.4510], [-3.4044, 0.0556, 0.9246], [-2.9790, 1.3761, -1.3656], [-4.0619, 1.1282, -1.3315], [-4.0615, -1.2235, -1.2312], [-2.6142, 1.4955, -2.4010], [-2.6120, -1.6696, -2.2685], [-3.2898, 0.9931, 1.5168], [-2.7170, 2.2917, -0.7942], [-2.9768, -1.4675, -1.2463], [-4.3589, 0.0410, 0.3680], [-2.7030, -2.3279, -0.6001], [-3.2952, -0.8319, 1.5912], [1.8988, -0.0117, -0.6927], [2.6084, 0.0626, 0.9544], [3.0136, -1.4010, -1.1706], [2.7740, 1.6016, -2.3212], [4.0501, 1.1019, -1.2259], [2.8126, 2.2468, -0.6786], [2.9870, 1.3520, -1.2819], [2.8126, -1.7363, -2.1901], [4.0727, -1.1252, -1.1222], [3.6841, 0.0426, 0.9107], [2.2420, -0.7363, 1.5600], [2.8449, -2.2486, -0.4985], [2.2774, 0.9369, 1.4705], [0.0193, -0.1979, -4.6629], [1.6155, 0.1221, 4.0268], [0.9451, 0.8633, 4.1303], [0.9500, -0.6384, 4.1283]], "mulliken_charge": [0.09, 0.09, 1.12, 0.09, -1.39, -1.06, 0.40, 0.39, 0.37, 0.37, 0.47, 0.31, -1.06, 0.43, 0.31, 0.48, 0.74, -1.08, -1.30, 0.44, 0.38, 0.37, -1.29, 0.44, 0.38, 0.51, 0.36, 0.37, 0.37, -0.08, -0.59, 0.29, 0.28], "total_charge": 2, "homo_energy_ev": [-15.744, -15.746], "homo_lumo_gap_ha": [0.1962, 0.1962], "e_tot_ev": -108252.1167}



[5]
{"formula": "C19H30N2S", "method": "wB97M-V/def2-TZVPD", "elements": ["C", "C", "C", "N", "C", "S", "N", "C", "C", "C", "C", "C", "C", "C", "C", "C", "C", "C", "C", "C", "C", "C", "H", "H", "H", "H", "H", "H", "H", "H", "H", "H", "H", "H", "H", "H", "H", "H", "H", "H", "H", "H", "H", "H", "H", "H", "H", "H", "H", "H", "H", "H"], "positions_angstrom": [[-1.3805, -3.9634, 1.0554], [-0.3143, -3.1196, 0.3699], [-0.3166, -1.6815, 0.8957], [0.8789, -0.9597, 0.4532], [1.1541, -0.5815, -0.8121], [0.3493, -1.1153, -2.1561], [2.1727, 0.2932, -1.0048], [3.1725, 0.7282, -0.0519], [4.1873, -0.3810, 0.2580], [5.2377, 0.1177, 1.2455], [5.9525, 1.3456, 0.6896], [4.9485, 2.4502, 0.3731], [3.8958, 1.9516, -0.6133], [-1.5573, -0.8690, 0.5829], [-2.4153, -1.1435, -0.4710], [-3.5020, -0.3242, -0.7214], [-3.7648, 0.7906, 0.0613], [-4.9504, 1.6758, -0.2334], [-4.4918, 3.0880, -0.6033], [-5.9158, 1.7111, 0.9532], [-2.9024, 1.0646, 1.1160], [-1.8189, 0.2476, 1.3704], [-1.2034, -4.0091, 2.1287], [-1.3661, -4.9767, 0.6622], [-2.3691, -3.5422, 0.8912], [0.6729, -3.5449, 0.5672], [-0.4595, -3.1215, -0.7083], [-0.2223, -1.7340, 1.9887], [1.3614, -0.4502, 1.1770], [2.4008, 0.4240, -1.9802], [2.6677, 1.0277, 0.8777], [4.6711, -0.6822, -0.6737], [3.6708, -1.2551, 0.6602], [4.7551, 0.3764, 2.1914], [5.9596, -0.6759, 1.4459], [6.4877, 1.0707, -0.2217], [6.6860, 1.7072, 1.4124], [4.4591, 2.7719, 1.2954], [5.4649, 3.3140, -0.0488], [4.3800, 1.6783, -1.5537], [3.1698, 2.7395, -0.8225], [-2.2388, -1.9875, -1.1164], [-4.1542, -0.5570, -1.5514], [-5.4830, 1.2549, -1.0935], [-5.3465, 3.7025, -0.8782], [-3.8045, 3.0523, -1.4457], [-3.9841, 3.5612, 0.2337], [-6.2343, 0.7036, 1.2123], [-5.4421, 2.1556, 1.8250], [-6.7964, 2.2997, 0.7046], [-3.0736, 1.9237, 1.7482], [-1.1633, 0.4808, 2.2001]], "mulliken_charge": [-1.35, -0.60, -1.23, 0.13, 0.20, -0.45, -0.11, -0.08, -0.44, -0.73, -0.63, -0.65, -1.01, 0.79, 0.14, -1.18, 1.14, 0.09, -1.46, -1.47, -0.23, -1.29, 0.35, 0.40, 0.32, 0.44, 0.30, 0.58, 0.25, 0.31, 0.22, 0.26, 0.28, 0.36, 0.32, 0.32, 0.32, 0.32, 0.34, 0.42, 0.37, 0.43, 0.27, 0.39, 0.45, 0.35, 0.29, 0.36, 0.29, 0.45, 0.27, 0.37], "total_charge": 0, "homo_energy_ev": -7.694, "smiles": "CC[C@@H](NC(=S)NC1CCCCC1)c1ccc(C(C)C)cc1", "homo_lumo_gap_ha": 0.3037, "e_tot_ev": -34006.7319}



[6]
{"formula": "C32H46N2Re", "method": "wB97M-V/def2-TZVPD", "elements": ["Re", "C", "C", "C", "C", "C", "C", "C", "C", "C", "C", "C", "C", "C", "C", "C", "C", "C", "H", "H", "H", "H", "H", "H", "H", "H", "H", "H", "H", "H", "H", "H", "H", "H", "H", "H", "H", "H", "H", "H", "H", "H", "H", "H", "H", "H", "H", "C", "C", "C", "C", "C", "C", "C", "C", "C", "C", "N", "C", "C", "C", "C", "C", "N", "H", "H", "H", "H", "H", "H", "H", "H", "H", "H", "H", "H", "H", "H", "H", "H", "H"], "positions_angstrom": [[0.2197, 0.4660, 0.2838], [1.2873, 2.4678, 0.9059], [0.3420, 2.1338, 1.9037], [0.7435, 0.8062, 2.4064], [1.9290, 0.4355, 1.6504], [2.2657, 1.4516, 0.7224], [3.4882, 1.4840, -0.1687], [3.5721, 0.1932, -0.9896], [4.7106, 1.5883, 0.7586], [3.4516, 2.6964, -1.0977], [0.3045, -0.0252, 3.6212], [0.4675, 0.8483, 4.8767], [-1.1175, -0.5793, 3.4972], [1.2378, -1.2306, 3.8024], [-0.6892, 3.1864, 2.3345], [0.0461, 4.1121, 3.3222], [-1.9639, 2.6426, 2.9729], [-1.1324, 4.0245, 1.1247], [1.2449, 3.3664, 0.3113], [2.5031, -0.4571, 1.8275], [3.6391, -0.6890, -0.3497], [4.4664, 0.2073, -1.6124], [2.7096, 0.0802, -1.6547], [4.7949, 0.7178, 1.4111], [4.6624, 2.4831, 1.3809], [5.6178, 1.6454, 0.1571], [2.5800, 2.6827, -1.7556], [4.3374, 2.6953, -1.7318], [3.4542, 3.6341, -0.5394], [-0.2324, 1.6767, 4.9184], [1.4806, 1.2495, 4.9445], [0.2987, 0.2285, 5.7573], [-1.8607, 0.1869, 3.3111], [-1.3843, -1.0843, 4.4262], [-1.1676, -1.3202, 2.6947], [2.2712, -0.9311, 3.9832], [1.1999, -1.9171, 2.9548], [0.9065, -1.7897, 4.6766], [0.3995, 3.5798, 4.2042], [-0.6366, 4.8954, 3.6527], [0.9034, 4.5930, 2.8476], [-1.7967, 2.1359, 3.9175], [-2.4857, 1.9723, 2.2904], [-2.6290, 3.4826, 3.1749], [-0.3179, 4.5872, 0.6677], [-1.8597, 4.7617, 1.4634], [-1.6229, 3.4083, 0.3672], [-5.3458, -0.8559, 1.0922], [-4.1925, 0.0879, 1.4461], [-3.9015, 1.0692, 0.3358], [-4.8176, 2.0956, 0.1044], [-4.6682, 2.9803, -0.9467], [-3.6002, 2.8395, -1.8221], [-2.6567, 1.8456, -1.6208], [-1.5158, 1.6730, -2.5881], [-0.2071, 2.2297, -2.0741], [-2.7995, 0.9944, -0.5201], [-1.7600, 0.0156, -0.3004], [-2.0587, -1.2543, -0.3467], [-1.0115, -2.1427, -0.0520], [-0.8244, -3.4995, -0.0834], [0.5504, -3.7298, 0.2093], [1.1387, -2.5149, 0.3983], [0.2052, -1.4987, 0.2377], [-5.5474, -1.5421, 1.9136], [-5.1315, -1.4469, 0.1994], [-6.2581, -0.2958, 0.8904], [-3.3063, -0.4908, 1.7080], [-4.4632, 0.6492, 2.3436], [-5.6723, 2.1860, 0.7640], [-5.3975, 3.7632, -1.1038], [-3.5094, 3.4968, -2.6779], [-1.7483, 2.2181, -3.5048], [-1.3926, 0.6276, -2.8787], [-0.2967, 3.2349, -1.6689], [0.5987, 2.1807, -2.8066], [0.2641, 1.6043, -1.2354], [-3.0590, -1.5811, -0.6098], [-1.5702, -4.2447, -0.3126], [1.0446, -4.6860, 0.2556], [2.1689, -2.2990, 0.6253]], "mulliken_charge": [1.08, -1.31, 0.43, 0.34, -1.23, -0.22, 1.57, -1.37, -1.69, -1.59, 1.98, -1.60, -1.45, -2.02, 2.19, -1.72, -2.08, -1.85, 0.74, 1.34, 0.24, 0.54, 0.25, 0.34, 0.41, 0.47, 0.18, 0.46, 0.39, 0.24, 0.36, 0.51, -0.01, 0.65, 0.22, 0.39, 0.32, 0.50, 0.31, 0.49, 0.36, 0.26, 0.23, 0.62, 0.37, 0.53, 0.34, -1.46, -0.20, 0.21, -0.91, -1.29, -0.86, 0.74, -1.40, 0.03, 0.05, 0.45, 0.01, -0.40, -0.72, -0.91, -0.45, 0.47, 0.48, 0.29, 0.38, -0.13, 0.69, 0.58, 0.45, 0.48, 0.62, 0.37, 0.41, 0.54, -0.27, 0.71, 0.58, 0.50, 0.48], "total_charge": 2, "homo_energy_ev": [-14.538, -14.506], "homo_lumo_gap_ha": [0.2255, 0.2283], "spin_multiplicity": 2, "e_tot_ev": -39025.8701}